{"formula": "C9H14K2NO11S2", "method": "ωB97M-V/def2-TZVPD", "e_homo_ev": -8.72, "e_tot_ev": -87882.7207, "homo_lumo_gap_ha": 0.1704, "charge": 1, "elements": ["K", "K", "O", "C", "O", "O", "H", "C", "C", "O", "S", "O", "O", "O", "H", "H", "H", "H", "C", "C", "O", "S", "O", "O", "O", "H", "H", "H", "H", "N", "C", "C", "C", "C", "H", "H", "H", "H", "H"], "positions_angstrom": [[-3.533454, -5.277763, -1.751939], [0.831802, -4.740771, 5.153898], [1.646684, -1.915869, 0.134094], [0.340476, -2.043457, 0.003613], [-0.143841, -1.786791, -1.102401], [-0.372881, -2.541085, 0.903110], [1.928468, -1.927829, -0.783541], [-6.124946, -1.196848, 6.517365], [-6.104238, -2.042339, 5.228851], [-7.424216, -2.638946, 5.246238], [-8.006291, -2.854833, 6.786264], [-7.818151, -4.257845, 7.107114], [-9.371363, -2.343590, 6.862212], [-6.803286, -1.938269, 7.507930], [-6.766002, -0.321288, 6.414654], [-5.095435, -0.926604, 6.752236], [-5.536452, -2.955602, 5.406794], [-5.834771, -1.561433, 4.288522], [9.904520, 1.120704, -3.358485], [9.872883, -0.423425, -3.316834], [8.503950, -0.791286, -3.104946], [7.613454, 0.341847, -2.330859], [7.866596, 0.141002, -0.936271], [6.190464, 0.306332, -2.789774], [8.562646, 1.590330, -2.979102], [10.223932, 1.540666, -4.312268], [10.726750, 1.495581, -2.748969], [10.405563, -0.912793, -2.501431], [10.301944, -0.785754, -4.251035], [-1.877429, 3.134579, -3.399626], [-3.215668, 2.971970, -3.549143], [-3.738229, 4.279134, -3.950482], [-2.643603, 5.085077, -4.285302], [-1.517794, 4.399852, -3.917445], [-1.347190, 2.416453, -2.927156], [-3.691494, 2.109844, -3.105598], [-4.780279, 4.465798, -4.164215], [-2.680304, 6.050526, -4.767968], [-0.492814, 4.734726, -3.978102]], "forces_ev_per_a": [[0.28, 0.36, 0.04], [0.03, 0.22, -0.28], [2.25, -0.15, 0.98], [-3.78, -1.50, -0.56], [0.06, 0.81, -2.04], [0.74, -0.23, 2.06], [0.38, 0.50, -0.21], [-0.12, 0.93, -1.57], [-0.84, -1.40, 1.96], [-1.36, 0.67, 0.52], [-0.59, -1.22, -1.18], [0.20, 2.16, 0.03], [3.08, -0.12, 0.07], [-1.23, -1.84, -0.07], [0.54, 0.44, -0.56], [-0.25, -0.12, 0.75], [1.10, 0.42, -0.18], [-0.52, 0.11, 0.21], [0.00, -0.12, 0.57], [-0.19, 0.34, 0.40], [-1.19, 0.13, -0.67], [-0.66, -0.89, -1.62], [-0.08, 0.83, -0.59], [4.68, 0.65, 0.76], [-0.47, -1.00, 0.62], [-1.07, -0.23, -0.45], [-0.62, 0.13, 0.97], [0.34, 0.57, 0.09], [-0.72, -0.42, -0.08], [-0.07, 1.18, -1.19], [-1.24, 3.46, 0.50], [-0.01, -3.53, -0.24], [0.09, -0.42, 0.42], [0.76, -1.00, 0.75], [0.51, 0.49, -0.37], [-0.16, 0.09, -0.23], [0.06, 0.05, 0.07], [0.10, -0.04, 0.20], [-0.03, -0.30, 0.10]], "mulliken_charge": [0.99, 0.99, -0.45, 0.68, -0.74, -0.79, 0.33, -0.33, -0.30, -0.33, 1.07, -0.52, -0.49, -0.31, 0.31, 0.31, 0.27, 0.31, -0.22, -0.29, -0.34, 1.10, -0.51, -0.51, -0.35, 0.29, 0.27, 0.27, 0.28, -0.02, -0.42, -0.46, -0.25, -0.53, 0.23, 0.34, 0.36, 0.38, 0.37]}

{"formula": "C19H48N6O9P", "method": "ωB97M-V/def2-TZVPD", "e_homo_ev": -3.34, "e_tot_ev": -57136.0602, "homo_lumo_gap_ha": 0.2009, "charge": -1, "elements": ["N", "C", "C", "C", "O", "O", "C", "O", "P", "O", "H", "H", "H", "H", "H", "H", "H", "H", "H", "H", "H", "H", "H", "C", "C", "O", "N", "C", "H", "H", "H", "H", "H", "H", "H", "C", "C", "O", "N", "C", "H", "H", "H", "H", "H", "H", "H", "C", "C", "O", "N", "C", "H", "H", "H", "H", "H", "H", "H", "C", "C", "O", "N", "C", "H", "H", "H", "H", "H", "H", "H", "C", "C", "O", "N", "C", "H", "H", "H", "H", "H", "H", "H"], "positions_angstrom": [[1.581214, 1.141530, -2.537077], [1.065916, 2.462717, -2.223075], [0.085960, 2.551074, -1.003482], [-1.212908, 3.266859, -1.416180], [-2.251027, 2.479287, -1.984620], [-1.700563, 1.420322, -2.770123], [0.754275, 3.537875, 0.033720], [0.786620, 2.964815, 1.310120], [-0.338941, 1.600819, 1.419212], [-0.050717, 1.378903, -0.322816], [2.135034, 0.828655, -1.751619], [0.806820, 0.500487, -2.638595], [1.898703, 3.137644, -2.060743], [0.500736, 2.759910, -3.104781], [-1.671170, 3.724019, -0.548853], [-0.935594, 4.077873, -2.102798], [-1.743863, 1.691461, -3.697960], [1.777478, 3.814995, -0.241835], [0.221277, 4.496102, 0.127563], [-0.562833, 1.788823, 2.838714], [0.727232, 0.657234, 1.711456], [-1.282293, 0.516619, 1.419051], [-1.417566, 2.562865, 1.185792], [-4.102691, -0.565278, -2.743095], [-4.803608, -1.890669, -2.559516], [-4.505894, -2.696661, -1.699899], [-5.829692, -2.173664, -3.427814], [-6.334174, -1.356081, -4.508754], [-3.320920, -0.455628, -1.999834], [-3.649457, -0.504269, -3.732857], [-4.811503, 0.254797, -2.618397], [-6.260903, -3.068027, -3.261950], [-7.390151, -1.121008, -4.352102], [-6.240576, -1.881185, -5.463230], [-5.779015, -0.426754, -4.569096], [5.396873, 0.509169, 0.438096], [4.003011, 1.078476, 0.613822], [3.009349, 0.536109, 0.185188], [3.872791, 2.253559, 1.295065], [4.905711, 3.069875, 1.888306], [5.312460, -0.418965, -0.117820], [6.031211, 1.199710, -0.120026], [5.858149, 0.302114, 1.405195], [2.905541, 2.552398, 1.378537], [4.742873, 3.168633, 2.964500], [4.899712, 4.071561, 1.450927], [5.884365, 2.628271, 1.725857], [-0.726202, -2.544879, 5.142812], [-0.485640, -1.188681, 4.502969], [-1.357373, -0.567716, 3.934137], [0.775723, -0.679944, 4.576658], [1.937036, -1.273268, 5.202981], [-1.769239, -2.806346, 4.991281], [-0.094551, -3.306891, 4.684094], [-0.518729, -2.512544, 6.214357], [0.866305, 0.214907, 4.112363], [2.322934, -0.611183, 5.984785], [2.725652, -1.426175, 4.463002], [1.690389, -2.231678, 5.641019], [-0.306747, 3.930143, -6.971608], [-0.986149, 2.588428, -6.816970], [-0.637626, 1.789899, -5.969762], [-2.014085, 2.300890, -7.667510], [-2.559891, 3.124751, -8.725812], [0.477989, 3.996287, -6.225081], [0.136942, 4.029383, -7.963314], [-1.015283, 4.744153, -6.813290], [-2.421032, 1.392919, -7.509851], [-3.616911, 3.328350, -8.543004], [-2.471316, 2.616641, -9.688425], [-2.031003, 4.069662, -8.783482], [2.301625, -5.642799, 7.630084], [1.971999, -5.481803, 6.162630], [2.286783, -4.487582, 5.534697], [1.297629, -6.496107, 5.556678], [0.838296, -7.742609, 6.134185], [2.832365, -4.754846, 7.957100], [1.391918, -5.748536, 8.222143], [2.936841, -6.514424, 7.792369], [1.106879, -6.322894, 4.581996], [1.287846, -8.590380, 5.613707], [-0.246471, -7.823586, 6.046217], [1.105847, -7.798908, 7.183666]], "forces_ev_per_a": [[0.50, 0.29, -0.11], [-0.95, -1.07, -0.41], [1.08, 1.26, 0.71], [0.14, -0.13, -0.30], [-0.21, -0.10, -0.24], [0.29, -0.47, 0.11], [-0.01, 0.54, 0.90], [0.56, -0.22, -0.14], [-0.83, -0.79, 0.75], [-0.55, -0.30, -0.18], [-0.13, -0.30, 0.21], [-0.10, -0.04, 0.18], [0.16, 0.14, -0.16], [0.15, 0.41, -0.20], [-0.29, -0.13, 0.16], [0.03, 0.07, -0.19], [-0.03, 0.55, 0.02], [0.13, -0.17, -0.21], [-0.20, 0.11, -0.38], [0.26, 0.21, -0.02], [0.22, 0.32, -0.22], [0.05, 0.10, -0.07], [0.12, -0.01, -0.34], [-0.06, -0.21, 0.20], [-0.02, 0.08, -0.09], [0.00, -0.05, 0.01], [0.05, 0.12, -0.04], [-0.09, -0.29, 0.11], [0.02, -0.05, 0.02], [-0.02, 0.08, -0.01], [0.06, 0.07, -0.08], [0.00, -0.01, 0.01], [0.01, 0.09, -0.05], [0.01, 0.09, -0.05], [0.01, 0.02, 0.01], [-0.04, -0.03, -0.01], [-0.06, 0.64, 0.44], [0.12, -0.61, -0.47], [0.29, -0.09, -0.10], [-0.31, -0.09, -0.07], [-0.05, -0.02, -0.02], [0.05, 0.01, 0.05], [0.05, 0.05, -0.01], [-0.39, 0.02, 0.10], [0.08, 0.03, 0.02], [0.08, 0.02, 0.02], [0.06, -0.01, 0.00], [-0.07, 0.02, -0.04], [0.37, 0.17, -0.12], [-0.51, -0.28, 0.20], [-0.05, -0.06, 0.24], [-0.11, 0.39, -0.22], [-0.03, 0.06, -0.03], [0.06, 0.00, 0.08], [0.06, -0.06, -0.01], [0.00, -0.07, -0.16], [0.05, -0.08, 0.04], [0.05, -0.10, 0.06], [0.05, -0.05, -0.01], [0.02, -0.02, 0.02], [0.03, 0.08, 0.00], [-0.14, -0.08, 0.10], [0.05, 0.09, -0.03], [-0.07, -0.28, 0.11], [0.00, -0.05, 0.04], [-0.04, 0.06, -0.02], [0.01, 0.03, -0.06], [-0.01, -0.01, 0.01], [0.01, 0.09, -0.04], [0.02, 0.08, -0.05], [0.02, 0.02, 0.01], [0.01, 0.03, -0.03], [-0.05, -0.01, -0.05], [0.09, -0.03, 0.07], [0.03, -0.06, 0.09], [-0.03, 0.12, -0.27], [0.01, 0.04, -0.05], [0.02, -0.06, 0.03], [-0.05, -0.03, 0.05], [-0.02, 0.01, -0.01], [0.01, -0.05, 0.07], [-0.01, -0.04, 0.08], [0.01, 0.01, 0.02]], "mulliken_charge": [-0.76, -0.95, 2.03, -1.32, -0.26, -0.28, -0.90, -0.51, 0.29, -0.42, 0.39, 0.31, 0.41, 0.12, 0.42, 0.36, 0.27, 0.29, 0.16, -0.05, -0.28, -0.05, -0.19, -1.08, 0.58, -0.65, -0.14, -0.78, 0.34, 0.30, 0.36, 0.22, 0.27, 0.27, 0.31, -1.62, 0.96, -0.68, 0.02, -1.06, 0.34, 0.37, 0.38, 0.21, 0.30, 0.28, 0.41, -1.22, 0.75, -0.60, -0.05, -0.61, 0.33, 0.25, 0.34, 0.22, 0.28, 0.23, 0.09, -1.31, 0.82, -0.65, -0.16, -0.85, 0.28, 0.39, 0.36, 0.23, 0.28, 0.29, 0.32, -1.37, 0.84, -0.63, -0.16, -0.86, 0.31, 0.35, 0.38, 0.24, 0.29, 0.29, 0.32]}

{"formula": "C10H11NO3", "method": "ωB97M-V/def2-TZVPD", "e_homo_ev": -7.59, "smiles": "COc1ccc(N2OC=C[C@H]2O)cc1", "e_tot_ev": -18178.1094, "homo_lumo_gap_ha": 0.3112, "charge": 0, "elements": ["C", "O", "C", "C", "C", "C", "N", "O", "C", "C", "C", "O", "C", "C", "H", "H", "H", "H", "H", "H", "H", "H", "H", "H", "H"], "positions_angstrom": [[-0.229672, 2.004555, -4.045962], [0.756851, 1.193595, -3.456490], [0.581138, 0.816283, -2.153519], [-0.500739, 1.174459, -1.358660], [-0.591471, 0.727444, -0.052547], [0.399406, -0.088840, 0.483279], [0.325080, -0.468774, 1.820899], [1.256266, -1.475245, 2.213139], [0.608312, -2.355869, 3.002272], [-0.685392, -2.116027, 3.182727], [-1.085269, -0.881599, 2.432128], [-1.583449, 0.170274, 3.173276], [1.497617, -0.429295, -0.304661], [1.581650, 0.015699, -1.604902], [0.108274, 2.197691, -5.062063], [-0.334474, 2.955883, -3.515535], [-1.199562, 1.496492, -4.076789], [-1.286127, 1.805163, -1.742444], [-1.429721, 1.025418, 0.556899], [1.232998, -3.141647, 3.387358], [-1.382627, -2.692912, 3.753429], [-1.805846, -1.059850, 1.626097], [-0.938170, 0.417682, 3.850553], [2.281562, -1.038533, 0.113891], [2.423363, -0.252046, -2.222375]], "forces_ev_per_a": [[-0.11, 0.07, -0.03], [0.17, -0.14, 0.17], [0.06, -0.06, 0.09], [0.04, 0.06, -0.37], [0.14, -0.25, 0.26], [0.29, -0.15, -0.46], [-2.24, -0.60, 1.99], [0.41, 0.05, -0.61], [-0.52, 0.27, -0.06], [0.13, 0.33, -0.25], [2.09, 0.17, -0.97], [-0.33, 0.36, 0.29], [-0.07, -0.01, 0.05], [-0.17, 0.15, -0.20], [-0.05, 0.00, 0.04], [-0.02, -0.01, -0.01], [0.02, 0.04, 0.01], [-0.08, 0.06, -0.06], [-0.09, 0.08, 0.08], [0.11, -0.05, 0.07], [-0.08, -0.21, 0.15], [0.12, 0.10, 0.06], [-0.03, -0.15, -0.13], [0.06, -0.07, 0.00], [0.13, -0.03, -0.10]], "mulliken_charge": [-0.83, -0.45, 0.67, -0.23, -0.69, -0.06, 0.03, -0.37, -0.24, -0.75, 0.17, -0.52, -0.30, -0.64, 0.23, 0.33, 0.33, 0.37, 0.50, 0.45, 0.37, 0.43, 0.34, 0.45, 0.41]}

{"formula": "ClH20O14", "method": "ωB97M-V/def2-TZVPD", "e_homo_ev": -7.06, "e_tot_ev": -41507.3340, "homo_lumo_gap_ha": 0.3501, "charge": -1, "elements": ["Cl", "O", "O", "O", "O", "O", "H", "H", "O", "H", "H", "O", "H", "H", "O", "H", "H", "O", "H", "H", "O", "H", "H", "O", "H", "H", "O", "H", "H", "O", "H", "H", "O", "H", "H"], "positions_angstrom": [[-0.131657, 1.256371, 0.522143], [-1.201657, 2.047371, -0.222857], [-0.292657, -0.172629, 0.166143], [1.231343, 1.755371, 0.132143], [-0.256657, 1.358371, 1.998143], [-2.347657, -1.321629, 1.888143], [-3.266657, -1.535629, 1.947143], [-2.275657, -1.268629, 0.954143], [1.811343, -1.284629, -1.787857], [1.280343, -0.598629, -2.197857], [1.571343, -1.326629, -0.880857], [1.676343, -2.069629, 0.721143], [1.475343, -3.011629, 0.821143], [1.023343, -1.735629, 1.321143], [-2.695657, -1.752629, -0.937857], [-2.933657, -2.047629, -1.850857], [-2.024657, -2.308629, -0.590857], [-3.626657, 0.766371, -1.127857], [-2.862657, 1.215371, -0.738857], [-3.480657, -0.176629, -1.156857], [-0.592657, -0.461629, -2.636857], [-0.776657, -0.579629, -1.706857], [-0.779657, 0.435371, -2.898857], [2.428343, 0.277371, 2.761143], [3.152343, 0.473371, 2.192143], [1.844343, 0.988371, 2.622143], [4.091343, 1.693371, -1.012857], [3.876343, 1.793371, -1.902857], [3.325343, 1.343371, -0.559857], [0.998343, 2.212371, -2.484857], [0.274343, 2.736371, -2.652857], [1.133343, 2.176371, -1.513857], [-0.526657, -0.426629, 3.985143], [-0.749657, -0.888629, 3.225143], [-0.371657, 0.438371, 3.605143]], "forces_ev_per_a": [[-0.81, 0.10, 0.03], [2.59, -1.39, 1.88], [0.30, 1.82, 0.37], [-2.21, -0.76, 0.84], [0.07, 0.75, -2.73], [0.34, -0.30, 0.86], [-0.99, -0.19, 0.65], [0.59, 0.65, -1.33], [1.09, -0.07, -1.65], [-0.27, -0.02, -0.10], [-0.27, -0.06, 1.32], [0.04, -1.39, 0.35], [0.52, -0.02, -0.45], [-0.43, 1.19, 0.66], [-1.57, 0.01, -1.46], [0.73, 0.17, 1.14], [1.06, -1.06, 0.03], [-0.87, 0.95, -0.29], [0.09, -0.49, -0.03], [0.56, 0.12, 0.39], [-0.13, -0.77, -1.21], [-0.16, 0.52, 0.40], [-0.11, 0.48, 0.37], [0.53, -1.45, 0.95], [0.94, 0.05, -0.73], [-1.41, 1.35, -0.22], [1.23, 0.05, 2.36], [-0.87, 0.10, -2.21], [-0.39, -0.19, -0.16], [2.77, -1.81, 0.36], [-2.50, 1.91, -0.32], [-0.26, 0.10, -0.60], [0.73, 1.10, 2.47], [-1.02, -1.65, -2.17], [0.08, 0.23, 0.23]], "mulliken_charge": [1.52, -0.76, -0.30, -0.77, -0.79, -0.59, 0.25, 0.40, -0.70, 0.40, 0.41, -0.64, 0.27, 0.30, -0.73, 0.27, 0.24, -0.69, 0.41, 0.39, -0.69, 0.32, 0.33, -0.55, 0.29, 0.27, -0.64, 0.30, 0.35, -0.62, 0.29, 0.39, -0.62, 0.26, 0.42]}